DFT (ωB97M-V with the def2-TZVPD basis set) results for a cluster of 2 separate species, C17H19 in total in a non-equilibrium geometry.

Geometry as XYZ:
```
36
Properties=species:S:1:pos:R:3
H -0.90 2.27 0.97
C -0.92 3.79 0.78
C 0.33 4.36 1.25
C 1.08 5.18 0.49
C 0.72 5.55 -0.92
C -0.54 4.87 -1.39
C -1.26 4.05 -0.61
H -1.75 3.90 1.48
H 0.57 4.22 2.32
H 1.96 5.69 0.92
H 0.67 6.63 -1.06
H 1.55 5.27 -1.58
H -0.89 5.15 -2.39
H -2.24 3.67 -0.95
C -1.78 1.11 2.52
C -3.26 0.96 2.08
C -3.16 0.50 0.64
C -1.87 0.45 0.22
C -0.93 1.15 1.20
C 0.52 0.73 1.31
C 1.16 0.02 0.26
C 2.57 -0.01 0.21
C 3.34 0.56 1.21
C 2.70 1.12 2.31
C 1.31 1.14 2.38
H -1.66 2.03 3.10
H -1.50 0.26 3.15
H -3.81 0.22 2.67
H -3.83 1.90 2.22
H -4.05 0.27 0.07
H -1.52 -0.01 -0.71
H 0.58 -0.48 -0.50
H 3.06 -0.46 -0.64
H 4.43 0.53 1.17
H 3.28 1.58 3.11
H 0.82 1.50 3.31
```

Properties
Multiplicity: 1
Frontier orbital gap in hartree: 0.2384
Total charge: +1
HOMO in eV: -12.1
Relative energy (zero: lowest compared OMol25 entry of this formula, charge and spin) in kJ/mol: 132.9

=====

DFT (ωB97M-V with the def2-TZVPD basis set) results for a structure of composition C17H19As2NO5W in a non-equilibrium geometry.

Geometry as XYZ:
```
45
Properties=species:S:1:pos:R:3
W 0.39 -0.19 -0.28
O -0.41 -4.59 -4.45
C -0.32 -3.69 -3.56
C -1.31 -3.43 -2.55
C -1.08 -2.41 -1.69
N 0.04 -1.62 -1.75
C 1.01 -1.92 -2.67
C 0.89 -2.91 -3.57
C 2.19 -1.04 -2.50
O 3.19 -0.94 -3.09
O 1.90 -0.22 -1.33
C -1.95 -2.00 -0.56
O -3.01 -2.32 -0.24
O -1.19 -0.99 0.16
H -1.22 -5.15 -4.46
H -2.21 -4.03 -2.46
H 1.66 -3.13 -4.30
C 2.89 1.17 3.11
As 1.80 0.68 1.57
C 1.80 -1.38 1.53
C -0.11 0.87 1.99
C -0.64 0.34 3.17
C -1.94 0.63 3.53
C -2.72 1.46 2.72
C -2.23 1.97 1.53
C -0.92 1.70 1.16
As -0.30 2.19 -0.65
C -1.72 3.31 -1.37
C 1.20 3.41 -0.43
H 2.26 1.04 3.99
H 3.18 2.21 2.96
H 3.76 0.52 3.10
H 2.11 -1.66 2.54
H 2.55 -1.75 0.83
H 0.85 -1.92 1.42
H -0.03 -0.27 3.83
H -2.34 0.23 4.45
H -3.74 1.70 3.02
H -2.87 2.59 0.91
H -1.81 4.06 -0.58
H -2.63 2.77 -1.57
H -1.32 3.74 -2.29
H 1.32 3.58 0.64
H 0.91 4.34 -0.92
H 2.10 3.02 -0.88
```

Properties
Multiplicity: 1
Frontier orbital gap in hartree: 0.2187
Total charge: +4
HOMO in eV: -22.6
Relative energy (zero: lowest compared OMol25 entry of this formula, charge and spin) in kJ/mol: 153.5

=====

DFT (ωB97M-V with the def2-TZVPD basis set) results for a structure of composition C17H19As2NO5W.

Geometry as XYZ:
```
45
Properties=species:S:1:pos:R:3
W -0.55 0.06 -0.77
O -3.16 -1.85 4.43
C -2.63 -1.37 3.37
C -2.75 -0.02 2.92
C -2.11 0.33 1.77
N -1.38 -0.53 1.03
C -1.27 -1.82 1.45
C -1.87 -2.28 2.58
C -0.47 -2.66 0.52
O -0.07 -3.74 0.52
O -0.16 -1.71 -0.64
C -2.17 1.69 1.16
O -2.74 2.66 1.39
O -1.28 1.57 -0.08
H -3.69 -1.23 4.99
H -3.33 0.72 3.46
H -1.77 -3.32 2.89
C 3.46 0.96 -1.04
As 1.66 0.97 -1.72
C 1.09 2.77 -2.20
C 1.30 -0.22 -3.20
C 2.45 -0.84 -3.71
C 2.39 -1.61 -4.86
C 1.17 -1.84 -5.48
C 0.00 -1.33 -4.92
C 0.04 -0.50 -3.81
As -1.71 -0.08 -3.07
C -2.81 -1.66 -3.28
C -2.53 1.51 -3.79
H 4.06 1.48 -1.79
H 3.81 -0.06 -0.89
H 3.45 1.52 -0.10
H 1.46 2.93 -3.22
H 1.55 3.45 -1.49
H 0.01 2.91 -2.18
H 3.42 -0.68 -3.25
H 3.31 -2.02 -5.28
H 1.12 -2.43 -6.39
H -0.94 -1.58 -5.41
H -3.20 -1.64 -4.30
H -3.65 -1.62 -2.59
H -2.19 -2.54 -3.13
H -2.33 1.48 -4.86
H -2.11 2.42 -3.36
H -3.61 1.46 -3.61
```

Properties
Multiplicity: 1
Frontier orbital gap in hartree: 0.2249
Total charge: +4
HOMO in eV: -22.2
Relative energy (zero: lowest compared OMol25 entry of this formula, charge and spin) in kJ/mol: 6.8

=====

DFT (ωB97M-V with the def2-TZVPD basis set) results for an isolated molecule of C17H19BrN4O.

Geometry as XYZ:
```
42
Properties=species:S:1:pos:R:3
O 0.48 1.02 -2.95
C 1.08 0.67 -1.95
N 0.90 -0.55 -1.39
C 1.60 -1.06 -0.24
C 0.68 -1.15 0.98
H 1.06 -1.92 1.66
H 0.68 -0.19 1.51
C -0.77 -1.51 0.59
C -1.62 -0.28 0.51
C -2.90 -0.23 1.00
N -3.34 1.05 0.77
C -2.32 1.70 0.16
N -1.28 0.94 -0.01
H -2.38 2.72 -0.15
H -4.25 1.42 1.01
C -3.60 -1.32 1.73
H -3.67 -1.07 2.80
H -4.61 -1.48 1.35
C -2.76 -2.61 1.55
N -1.32 -2.41 1.61
H -1.09 -2.03 2.53
H -2.99 -3.05 0.58
H -3.02 -3.33 2.32
C -0.74 -2.26 -0.76
C -0.17 -1.39 -1.88
H -0.94 -0.71 -2.28
H 0.19 -2.02 -2.70
H -1.75 -2.56 -1.04
H -0.14 -3.16 -0.62
H 2.46 -0.42 -0.02
H 1.98 -2.06 -0.49
C 2.08 1.56 -1.28
C 1.69 2.27 -0.14
C 2.56 3.16 0.46
C 3.82 3.35 -0.10
C 4.22 2.66 -1.23
C 3.33 1.78 -1.83
H 3.63 1.25 -2.72
H 5.20 2.83 -1.65
Br 5.03 4.57 0.73
H 2.27 3.71 1.34
H 0.70 2.11 0.25
```

Properties
Multiplicity: 1
Frontier orbital gap in hartree: 0.3372
SMILES: O=C(c1ccc(Br)cc1)N1CCC2(CC1)NCCc1[nH]cnc12
Total charge: 0
HOMO in eV: -8.6
Relative energy (zero: lowest compared OMol25 entry of this formula, charge and spin) in kJ/mol: 0.0

=====

DFT (ωB97M-V with the def2-TZVPD basis set) results for a structure of composition C17H19BrN9NiO3S.

Geometry as XYZ:
```
51
Properties=species:S:1:pos:R:3
Ni -0.54 -0.38 -0.14
Br -3.75 -5.02 0.60
C -2.77 -3.95 -0.61
C -2.65 -4.30 -1.94
C -1.90 -3.47 -2.77
C -1.31 -2.34 -2.23
N -1.43 -2.02 -0.94
C -2.16 -2.81 -0.14
H -3.12 -5.19 -2.33
H -1.78 -3.70 -3.82
H -0.70 -1.68 -2.84
H -2.25 -2.51 0.89
N -1.94 1.03 -0.52
C -1.11 2.22 -0.60
C -1.03 2.93 -1.78
C -0.09 3.94 -1.89
C 0.76 4.22 -0.82
C 0.61 3.55 0.39
C -0.32 2.53 0.50
S 2.18 5.28 -1.07
O 3.17 4.25 -1.46
O 2.44 5.87 0.22
O 1.80 6.16 -2.15
H -2.52 0.92 -1.35
H -2.56 1.05 0.29
H -1.67 2.68 -2.62
H 0.03 4.51 -2.80
H 1.25 3.82 1.22
H -0.44 2.00 1.44
N -1.42 -3.03 4.68
C -1.03 -1.82 5.09
N -0.98 -1.55 6.39
N -0.70 -0.84 4.26
C -0.71 -0.84 2.99
N -0.68 -0.69 1.84
H -1.64 -3.76 5.34
H -1.41 -3.27 3.71
H -1.20 -2.24 7.09
H -0.69 -0.63 6.68
N 4.04 1.63 -2.01
C 3.30 0.56 -1.75
C 1.91 0.68 -1.46
N 1.19 -0.39 -1.17
C 1.79 -1.61 -1.17
C 3.14 -1.70 -1.47
N 3.89 -0.65 -1.76
H 3.70 2.58 -1.89
H 5.02 1.48 -2.18
H 1.43 1.65 -1.47
H 1.19 -2.47 -0.95
H 3.62 -2.67 -1.49
```

Properties
Multiplicity: 3
Frontier orbital gap (spin up / spin down) in hartree: 0.2444 / 0.2204
Expectation value of S²: 2.01
Total charge: +1
HOMO (spin up / spin down) in eV: -10.2 / -10.2
Relative energy (zero: lowest compared OMol25 entry of this formula, charge and spin) in kJ/mol: 0.0

=====

DFT (ωB97M-V with the def2-TZVPD basis set) results for a cluster of 5 separate species, C17H19Cl12N3O4S in total in a non-equilibrium geometry.

Geometry as XYZ:
```
56
Properties=species:S:1:pos:R:3
C -3.72 0.63 -1.47
C -2.74 -0.03 -2.56
S -1.09 0.81 -2.73
C 0.26 -0.32 -2.07
C 0.50 0.11 -0.55
C 1.41 1.33 -0.16
C 1.55 1.71 1.36
C 0.81 0.89 2.49
C 0.93 1.27 4.04
N -0.34 2.04 4.39
C -0.05 -0.33 2.07
C -0.20 -0.69 0.57
C -1.16 -1.95 0.54
O -1.85 -2.46 -0.37
N -1.15 -2.47 1.93
C -0.27 -3.66 1.99
O 0.55 -3.83 0.77
N 0.09 -4.90 0.04
O 0.19 -4.60 -1.11
C -0.88 -1.39 2.92
O -1.23 -1.30 4.11
H -3.40 1.67 -1.13
H -4.76 0.73 -1.96
H -3.86 -0.03 -0.54
H -2.65 -1.15 -2.34
H -3.26 0.04 -3.59
H -0.09 -1.42 -2.04
H 1.24 -0.21 -2.65
H 1.95 1.93 -0.96
H 2.21 2.61 1.62
H 1.84 1.94 4.15
H 1.03 0.30 4.63
H -0.72 2.35 3.47
H -0.07 2.90 4.88
H 0.44 -3.67 2.89
H -0.88 -4.64 2.07
C -3.24 3.84 1.89
Cl -3.91 4.93 0.66
Cl -4.45 2.64 2.38
Cl -1.79 3.04 1.29
H -2.97 4.43 2.76
C 1.79 -6.81 -3.01
Cl 0.94 -8.33 -2.72
Cl 3.35 -6.80 -2.18
Cl 2.01 -6.53 -4.74
H 1.18 -6.00 -2.60
C 4.40 4.80 2.42
Cl 5.14 3.69 1.26
Cl 3.58 6.12 1.59
Cl 3.27 3.92 3.47
H 5.19 5.22 3.04
C 1.04 1.43 -6.07
Cl 1.65 2.15 -4.57
Cl -0.62 0.88 -5.87
Cl 1.15 2.60 -7.40
H 1.66 0.57 -6.31
```

Properties
Multiplicity: 1
Frontier orbital gap in hartree: 0.2675
SMILES: CCSCc1ccc(CN)c2c1C(=O)N(CON=O)C2=O.ClC(Cl)Cl.ClC(Cl)Cl.ClC(Cl)Cl.ClC(Cl)Cl
Total charge: 0
HOMO in eV: -8.3
Relative energy (zero: lowest compared OMol25 entry of this formula, charge and spin) in kJ/mol: 562.9

=====

Please write out number 4 again, unchanged.
DFT (ωB97M-V with the def2-TZVPD basis set) results for an isolated molecule of C17H19BrN4O.

Geometry as XYZ:
```
42
Properties=species:S:1:pos:R:3
O 0.48 1.02 -2.95
C 1.08 0.67 -1.95
N 0.90 -0.55 -1.39
C 1.60 -1.06 -0.24
C 0.68 -1.15 0.98
H 1.06 -1.92 1.66
H 0.68 -0.19 1.51
C -0.77 -1.51 0.59
C -1.62 -0.28 0.51
C -2.90 -0.23 1.00
N -3.34 1.05 0.77
C -2.32 1.70 0.16
N -1.28 0.94 -0.01
H -2.38 2.72 -0.15
H -4.25 1.42 1.01
C -3.60 -1.32 1.73
H -3.67 -1.07 2.80
H -4.61 -1.48 1.35
C -2.76 -2.61 1.55
N -1.32 -2.41 1.61
H -1.09 -2.03 2.53
H -2.99 -3.05 0.58
H -3.02 -3.33 2.32
C -0.74 -2.26 -0.76
C -0.17 -1.39 -1.88
H -0.94 -0.71 -2.28
H 0.19 -2.02 -2.70
H -1.75 -2.56 -1.04
H -0.14 -3.16 -0.62
H 2.46 -0.42 -0.02
H 1.98 -2.06 -0.49
C 2.08 1.56 -1.28
C 1.69 2.27 -0.14
C 2.56 3.16 0.46
C 3.82 3.35 -0.10
C 4.22 2.66 -1.23
C 3.33 1.78 -1.83
H 3.63 1.25 -2.72
H 5.20 2.83 -1.65
Br 5.03 4.57 0.73
H 2.27 3.71 1.34
H 0.70 2.11 0.25
```

Properties
Multiplicity: 1
Frontier orbital gap in hartree: 0.3372
SMILES: O=C(c1ccc(Br)cc1)N1CCC2(CC1)NCCc1[nH]cnc12
Total charge: 0
HOMO in eV: -8.6
Relative energy (zero: lowest compared OMol25 entry of this formula, charge and spin) in kJ/mol: 0.0

=====

- Number 3 is which compound?
  C17H19As2NO5W

=====

- Which formula does entry 2 have?
  C17H19As2NO5W

=====

- Among the records above, which one has the highest relative energy (zero: lowest compared OMol25 entry of this formula, charge and spin)?
  C17H19Cl12N3O4S